Entry 1:
# CH4N2O2

A cluster of 2 separate species, CH4N2O2 in total in a non-equilibrium geometry (ωB97M-V with the def2-TZVPD basis set, the OMol25 dataset).

**2S+1**: 1
**Charge**: -2
**ΔE to the lowest compared entry with this formula, charge and spin**: 50.7 kcal/mol

Atoms and positions in Å:
C1 -0.352 -0.405 0.334
N1 1.941 0.811 0.185
N2 -1.551 -0.315 -0.318
O1 2.829 -0.163 -0.216
O2 -2.423 0.698 0.011
H1 -0.283 0.152 1.305
H2 0.255 -1.389 0.441
H3 1.125 0.856 -0.408
H4 -1.542 -0.245 -1.334

Here are the Mulliken charges for atoms 1 to 2, given in e:
1 C -0.694
2 N -0.605

Entry 2:
# C18H37BErFN2O9PS

A structure of composition C18H37BErFN2O9PS in a non-equilibrium geometry (ωB97M-V with the def2-TZVPD basis set, the OMol25 dataset).

**2S+1**: 4
**Charge**: +3
**Expectation value of S²**: 3.758

Atoms and positions in Å:
C1 -0.438 5.664 -0.189
C2 0.766 5.083 -1.108
C3 1.483 3.797 -0.421
C4 1.986 2.775 -1.542
N1 2.577 1.496 -1.040
C5 1.677 0.710 -0.169
S1 1.710 1.050 1.701
O1 2.161 -0.114 2.527
O2 0.292 1.407 2.096
F1 2.794 2.360 2.114
C6 0.100 0.616 -0.450
O3 -0.745 1.409 -0.866
O4 -0.251 -0.719 -0.017
C7 0.774 -1.741 -0.343
C8 0.161 -2.313 -1.745
C9 -1.381 -2.786 -1.615
C10 -2.454 -1.681 -2.083
C11 -3.397 -1.129 -0.896
C12 -4.397 -2.231 -0.290
C13 -5.706 -1.423 0.243
C14 -5.467 -0.720 1.677
O5 -4.574 0.419 1.617
C15 -5.244 1.616 1.163
P1 0.826 -3.124 0.930
O6 1.926 -3.028 1.980
O7 0.764 -4.613 0.108
O8 -0.670 -3.032 1.796
C16 2.038 -0.809 -0.640
B1 3.565 -1.335 -0.441
O9 4.334 -1.674 -1.633
N2 4.291 -1.464 0.874
C17 5.291 -2.582 0.868
C18 5.064 -0.238 1.211
H1 -0.337 6.787 -0.026
H2 -1.465 5.507 -0.692
H3 -0.494 5.168 0.839
H4 0.299 4.794 -2.115
H5 1.550 5.907 -1.202
H6 2.306 4.103 0.306
H7 0.648 3.288 0.195
H8 1.185 2.535 -2.335
H9 2.829 3.317 -2.118
H10 3.453 1.715 -0.526
H11 0.159 -1.493 -2.560
H12 0.798 -3.201 -2.117
H13 -1.664 -3.171 -0.581
H14 -1.501 -3.684 -2.331
H15 -1.929 -0.748 -2.519
H16 -3.135 -2.123 -2.891
H17 -2.827 -0.668 -0.022
H18 -4.034 -0.276 -1.344
H19 -4.696 -3.022 -1.068
H20 -3.930 -2.800 0.599
H21 -6.024 -0.681 -0.563
H22 -6.583 -2.156 0.376
H23 -6.489 -0.310 2.021
H24 -5.029 -1.430 2.469
H25 -5.573 2.289 2.039
H26 -4.521 2.267 0.539
H27 -6.150 1.425 0.491
H28 -0.048 -5.104 0.402
H29 -0.648 -2.098 2.134
H30 1.980 -0.699 -1.791
H31 5.179 -1.159 -1.594
H32 6.155 -2.320 0.147
H33 5.760 -2.606 1.922
H34 4.791 -3.562 0.582
H35 6.058 -0.187 0.625
H36 4.472 0.737 1.109
H37 5.359 -0.327 2.331
Er1 4.241 2.339 3.850

Here are the Mulliken charges for atoms 1 to 2, given in e:
1 C -0.939
2 C -0.387

Entry 3:
# C10H10IrN2O5

A structure of composition C10H10IrN2O5 in a non-equilibrium geometry (ωB97M-V with the def2-TZVPD basis set, the OMol25 dataset).

**2S+1**: 2
**Charge**: +2
**ΔE to the lowest compared entry with this formula, charge and spin**: 3.9 kcal/mol
**Expectation value of S²**: 0.759

Atoms and positions in Å:
Ir1 0.594 1.396 -0.647
N1 4.331 2.686 0.099
C1 3.050 2.492 0.131
O1 2.558 1.468 -0.493
C2 2.069 3.369 0.849
C3 0.751 3.198 0.122
H1 4.936 2.038 -0.396
H2 4.759 3.472 0.570
H3 2.402 4.408 0.897
H4 1.967 3.023 1.883
H5 0.780 3.535 -0.963
H6 -0.133 3.559 0.639
O2 -1.320 1.391 -0.189
C4 -2.095 0.394 -0.392
C5 -1.701 -0.944 -0.277
C6 -2.699 -1.945 -0.263
C7 -2.312 -3.245 -0.120
C8 -0.972 -3.611 -0.017
C9 0.024 -2.647 -0.026
C10 -0.332 -1.316 -0.161
O3 0.701 -0.440 -0.224
N2 -3.354 -4.299 -0.079
O4 -4.498 -3.925 -0.187
O5 -2.967 -5.430 0.076
H7 -3.130 0.645 -0.629
H8 -3.752 -1.701 -0.340
H9 -0.726 -4.661 0.079
H10 1.069 -2.911 0.057

Here are the Mulliken charges for atoms 1 to 2, given in e:
1 Ir 1.098
2 N -0.289

no.,total energy (hartree)
1,-300.147146
2,-3372.772139
3,-976.303236